1.
{"formula": "C24H43Cl2F3FeN3O4Si", "method": "wB97M-V/def2-TZVPD", "homo_ev": [-7.0, -7.2], "total_charge": 0, "homo_lumo_gap_ev": [7.259, 5.311], "s2": 8.765, "multiplicity": 6, "de_lowest_kj_mol": 0.00, "e_lumo_ev": [0.299, -1.903], "symbols": ["C", "C", "H", "H", "H", "C", "C", "H", "H", "H", "H", "Fe", "Cl", "C", "O", "N", "C", "C", "H", "H", "H", "H", "H", "H", "H", "H", "H", "C", "C", "N", "H", "C", "O", "H", "H", "H", "H", "H", "H", "C", "C", "N", "H", "C", "O", "H", "H", "H", "H", "O", "C", "C", "C", "H", "C", "H", "C", "H", "C", "C", "H", "H", "H", "Si", "Cl", "C", "C", "C", "H", "H", "H", "H", "H", "H", "H", "H", "H", "F", "C", "F", "F"], "xyz": [[-1.638, -0.544, -4.978], [-1.105, -1.690, -4.189], [-1.424, -0.652, -6.046], [-1.209, 0.398, -4.604], [-2.731, -0.456, -4.860], [-0.400, -2.708, -4.696], [0.000, -2.784, -6.131], [-0.106, -3.541, -4.065], [0.410, -1.826, -6.490], [-0.837, -3.038, -6.800], [0.759, -3.563, -6.264], [-0.234, 0.834, 0.023], [0.982, 3.666, 0.003], [-0.835, -1.875, 1.527], [-0.103, -1.096, 0.867], [-0.327, -2.836, 2.301], [1.115, -3.000, 2.427], [-1.178, -3.828, 2.933], [-1.936, -1.813, 1.505], [1.605, -2.029, 2.341], [1.503, -3.684, 1.659], [1.306, -3.442, 3.411], [-2.222, -3.500, 2.897], [-0.862, -3.952, 3.977], [-1.093, -4.798, 2.424], [1.039, 2.869, 5.083], [-0.940, 4.807, 4.436], [1.248, 2.938, 4.011], [-0.452, 4.687, 3.459], [0.035, 3.319, 3.303], [1.586, 1.965, 3.635], [-0.519, 2.516, 2.403], [0.019, 1.446, 1.995], [-1.181, 4.902, 2.669], [-1.493, 2.865, 2.003], [2.014, 3.701, 3.850], [0.387, 5.387, 3.382], [1.384, 0.269, -3.924], [2.399, -2.399, -3.639], [2.294, 0.424, -3.325], [3.086, -1.888, -2.949], [2.477, -0.689, -2.398], [2.213, 1.361, -2.762], [2.137, -0.566, -1.110], [1.721, 0.503, -0.608], [3.359, -2.571, -2.138], [2.268, -1.482, -0.503], [3.165, 0.449, -3.988], [3.986, -1.609, -3.509], [-0.472, -0.559, -2.297], [-1.321, -1.515, -2.678], [0.157, -3.241, -1.561], [-1.128, -2.783, -1.829], [1.005, -2.646, -1.933], [0.335, -4.436, -0.858], [-2.378, -1.204, -2.587], [-2.236, -3.440, -1.310], [1.345, -4.822, -0.700], [-0.780, -5.136, -0.389], [-2.059, -4.617, -0.586], [-3.230, -3.017, -1.517], [-0.649, -6.074, 0.158], [-2.926, -5.134, -0.178], [-0.240, 4.082, -1.800], [-0.783, 1.979, -1.993], [1.431, 4.621, -2.614], [-1.591, 4.859, -0.689], [-1.090, 4.726, -3.459], [2.121, 3.773, -2.713], [1.908, 5.386, -1.989], [1.306, 5.063, -3.611], [-0.512, 4.435, -4.351], [-1.099, 5.825, -3.428], [-2.127, 4.382, -3.596], [-2.122, 4.102, -0.094], [-2.338, 5.375, -1.304], [-1.155, 5.597, -0.005], [-2.909, -0.140, -0.465], [-2.366, 0.839, 0.341], [-3.022, 1.997, -0.001], [-2.757, 0.537, 1.612]]}



2.
{"formula": "C19H24O2SSb2Zn", "method": "wB97M-V/def2-TZVPD", "homo_ev": -7.6, "total_charge": 0, "homo_lumo_gap_ev": 7.542, "multiplicity": 1, "de_lowest_kj_mol": 60.59, "e_lumo_ev": -0.008, "symbols": ["Zn", "O", "C", "O", "C", "C", "C", "C", "C", "C", "S", "H", "H", "H", "H", "C", "Sb", "C", "C", "C", "C", "C", "C", "C", "C", "C", "Sb", "C", "C", "H", "H", "H", "H", "H", "H", "H", "H", "H", "H", "H", "H", "H", "H", "H", "H", "H", "H", "H", "H"], "xyz": [[1.031, 0.897, -0.573], [-1.036, 2.030, -3.679], [-0.263, 2.232, -2.778], [-0.474, 1.643, -1.598], [0.933, 3.178, -2.955], [0.625, 4.216, -3.815], [1.571, 5.106, -4.277], [2.856, 4.952, -3.834], [3.221, 3.934, -2.927], [2.304, 3.012, -2.448], [2.948, 1.712, -1.411], [-0.408, 4.280, -4.122], [1.251, 5.882, -4.974], [3.597, 5.672, -4.201], [4.296, 3.845, -2.673], [1.233, 0.974, 3.784], [0.131, 0.826, 1.947], [-0.990, 2.634, 1.961], [-1.523, -0.441, 2.510], [-1.082, -1.897, 2.725], [-0.678, -2.398, 3.953], [-0.448, -3.788, 4.127], [-0.665, -4.624, 3.081], [-1.115, -4.126, 1.900], [-1.342, -2.765, 1.669], [-1.806, -2.373, 0.320], [-0.113, -1.944, -1.043], [-1.449, -1.638, -2.734], [0.630, -3.950, -1.607], [0.509, 1.017, 4.627], [1.889, 1.855, 3.823], [1.776, 0.047, 3.918], [-1.022, 3.204, 1.029], [-0.566, 3.326, 2.727], [-2.058, 2.593, 2.170], [-2.255, -0.273, 1.761], [-2.061, -0.107, 3.413], [-0.454, -1.731, 4.828], [0.001, -4.178, 5.125], [-0.468, -5.724, 3.206], [-1.383, -4.775, 1.131], [-2.447, -1.513, 0.255], [-2.326, -3.196, -0.258], [-0.871, -1.558, -3.673], [-2.025, -0.737, -2.609], [-1.959, -2.540, -2.798], [-0.053, -4.698, -1.955], [1.143, -4.280, -0.680], [1.394, -3.811, -2.368]]}



3.
{"formula": "C5H6O", "method": "wB97M-V/def2-TZVPD", "homo_ev": -9.8, "total_charge": 0, "homo_lumo_gap_ev": 10.668, "multiplicity": 1, "de_lowest_kj_mol": 191.05, "e_lumo_ev": 0.829, "symbols": ["C", "C", "C", "C", "C", "O", "H", "H", "H", "H", "H", "H"], "xyz": [[1.971, -1.161, -0.736], [1.030, -0.741, -0.115], [-0.154, -0.140, 0.509], [-0.108, 1.384, 0.292], [-1.396, -0.757, -0.146], [-1.612, -0.689, -1.328], [2.806, -1.518, -1.296], [-0.182, -0.362, 1.583], [0.746, 1.802, 0.834], [0.020, 1.593, -0.773], [-1.021, 1.875, 0.644], [-2.099, -1.286, 0.530]]}



4.
{"formula": "C28H48F9N3O5P2S", "method": "wB97M-V/def2-TZVPD", "homo_ev": [-8.0, -8.7], "total_charge": 0, "homo_lumo_gap_ev": [8.313, 8.923], "s2": 2.008, "multiplicity": 3, "e_lumo_ev": [0.295, 0.183], "symbols": ["O", "P", "O", "O", "C", "P", "C", "C", "C", "F", "F", "C", "F", "F", "S", "F", "F", "F", "F", "F", "C", "C", "C", "C", "C", "N", "H", "H", "H", "H", "H", "H", "H", "H", "H", "H", "H", "H", "C", "C", "C", "C", "C", "C", "N", "O", "C", "C", "C", "H", "H", "H", "H", "H", "H", "H", "H", "H", "H", "H", "H", "H", "H", "H", "H", "H", "H", "C", "C", "C", "C", "C", "C", "N", "O", "C", "C", "C", "H", "H", "H", "H", "H", "H", "H", "H", "H", "H", "H", "H", "H", "H", "H", "H", "H", "H"], "xyz": [[-4.878, -2.959, 3.909], [-3.587, -2.448, 3.455], [-3.088, -1.193, 4.328], [-3.568, -1.909, 1.941], [-2.301, -3.707, 3.536], [-0.666, -3.579, 2.661], [-0.212, -1.786, 2.819], [1.287, -1.565, 3.100], [2.038, -0.818, 2.016], [3.384, -1.026, 2.173], [1.688, -1.274, 0.788], [1.810, 0.738, 2.132], [0.515, 0.982, 2.439], [2.565, 1.168, 3.160], [2.223, 1.808, 0.597], [3.372, 2.590, 1.357], [1.194, 2.922, 1.059], [1.069, 1.066, -0.202], [3.295, 0.743, 0.112], [2.530, 2.657, -0.696], [-1.116, -3.753, 0.897], [-2.343, -4.191, 0.418], [-2.507, -4.329, -0.944], [-1.455, -4.027, -1.780], [-0.266, -3.609, -1.214], [-0.091, -3.481, 0.092], [-2.606, -0.516, 3.842], [-3.419, -0.958, 1.884], [-2.768, -4.628, 3.184], [-2.079, -3.857, 4.595], [-0.769, -1.415, 3.674], [-0.541, -1.229, 1.940], [1.435, -1.015, 4.030], [1.807, -2.521, 3.201], [-3.167, -4.422, 1.076], [-3.451, -4.663, -1.354], [-1.538, -4.118, -2.855], [0.585, -3.371, -1.843], [4.804, 0.501, -3.386], [5.469, -0.819, -2.963], [6.374, -0.605, -1.747], [7.667, 0.140, -2.073], [8.417, -0.538, -3.220], [7.557, -0.740, -4.471], [6.280, -1.415, -4.075], [6.409, -2.686, -3.967], [7.300, 0.597, -5.177], [8.280, -1.640, -5.465], [4.354, -1.797, -2.612], [4.499, 0.479, -4.432], [3.908, 0.661, -2.785], [5.434, 1.374, -3.233], [6.626, -1.582, -1.322], [5.803, -0.067, -0.986], [7.459, 1.185, -2.317], [8.304, 0.158, -1.187], [9.297, 0.046, -3.499], [8.777, -1.514, -2.882], [6.571, 0.474, -5.979], [8.233, 0.946, -5.620], [6.951, 1.384, -4.516], [8.579, -2.583, -5.016], [9.175, -1.124, -5.815], [7.646, -1.856, -6.326], [3.729, -2.003, -3.483], [3.732, -1.349, -1.835], [4.743, -2.741, -2.239], [-6.301, 2.931, -0.644], [-5.631, 2.095, 0.460], [-6.628, 1.105, 1.071], [-7.669, 1.767, 1.970], [-7.001, 2.624, 3.045], [-6.018, 3.652, 2.479], [-5.068, 2.951, 1.556], [-4.106, 2.381, 2.184], [-6.763, 4.789, 1.768], [-5.209, 4.282, 3.605], [-4.471, 1.345, -0.172], [-5.773, 3.872, -0.799], [-6.273, 2.376, -1.581], [-7.347, 3.152, -0.442], [-6.077, 0.364, 1.659], [-7.113, 0.562, 0.256], [-8.364, 2.368, 1.378], [-8.271, 0.994, 2.450], [-7.752, 3.156, 3.632], [-6.463, 1.969, 3.737], [-6.063, 5.438, 1.241], [-7.282, 5.389, 2.515], [-7.513, 4.449, 1.060], [-4.714, 3.533, 4.218], [-5.885, 4.855, 4.241], [-4.450, 4.957, 3.210], [-3.715, 2.027, -0.565], [-4.840, 0.726, -0.991], [-4.000, 0.693, 0.558]]}



5.
{"formula": "C2HFNO3P", "method": "wB97M-V/def2-TZVPD", "homo_ev": 1.6, "total_charge": -2, "homo_lumo_gap_ev": 5.728, "multiplicity": 1, "de_lowest_kj_mol": 208.76, "e_lumo_ev": 7.330, "symbols": ["N", "C", "O", "P", "O", "O", "C", "F", "H"], "xyz": [[-2.083, -1.510, -0.384], [-1.703, -0.479, -0.097], [-1.338, 0.681, 0.113], [0.436, 0.862, 0.469], [0.543, 2.203, -0.298], [0.495, 0.908, 1.959], [0.763, -0.736, -0.350], [1.369, -0.523, -1.661], [1.517, -1.406, 0.249]]}



6.
{"formula": "C7H15N3O4", "method": "wB97M-V/def2-TZVPD", "homo_ev": -9.9, "total_charge": 0, "homo_lumo_gap_ev": 9.033, "multiplicity": 1, "de_lowest_kj_mol": 918.51, "e_lumo_ev": -0.870, "symbols": ["O", "N", "O", "N", "N", "O", "O", "H", "C", "C", "C", "C", "C", "C", "C", "H", "H", "H", "H", "H", "H", "H", "H", "H", "H", "H", "H", "H", "H"], "xyz": [[-0.763, -4.995, 2.306], [-1.224, -3.907, 2.182], [-2.329, -3.547, 1.943], [-0.321, -2.826, 2.337], [0.553, -2.880, 3.288], [0.554, -3.582, 4.276], [1.557, -2.008, 3.203], [1.304, -1.390, 2.585], [-0.484, 0.367, 3.062], [0.185, 0.963, 2.078], [0.263, 0.290, 0.696], [-0.260, 1.370, -0.279], [-0.592, 0.686, -1.631], [0.478, -0.175, -2.277], [1.866, 0.471, -1.996], [-0.360, 0.834, 3.955], [-1.229, -0.426, 2.914], [0.849, 1.895, 2.210], [1.295, 0.050, 0.496], [-0.317, -0.570, 0.669], [-1.150, 1.840, 0.166], [0.468, 2.131, -0.517], [-1.464, -0.055, -1.472], [-0.966, 1.573, -2.208], [0.352, -1.145, -1.762], [0.307, -0.132, -3.409], [1.843, 1.502, -1.642], [2.470, 0.525, -2.848], [2.398, -0.078, -1.274]]}



Computed E, in the same sequence as the records: -4178.70825, -3546.85668, -269.27347, -3615.79850, -798.48454, -740.60943 Eh.
Computed maximum force, in the same sequence as the records: 0.05185, 0.06186, 0.01108, 0.01832, 0.07954, 0.08269 Eh/bohr.